DFT (ωB97M-V with the def2-TZVPD basis set) results for C18H36Cl22NO4S2 as an isolated structure in a non-equilibrium geometry.

Last column: Mulliken charge in e.
CARTESIAN COORDINATES (ANGSTROEM)
C 5.49806 4.98650 4.66150  -0.768
C 4.41066 4.48180 4.03973  -0.419
S 4.58422 3.49269 2.59004  1.338
O 4.25526 4.43874 1.55340  -0.692
O 5.94656 3.04286 2.56527  -0.713
N 3.47626 2.33591 2.51113  -0.347
S 3.39487 1.34181 3.76680  1.195
O 2.91771 0.07331 3.25521  -0.779
O 4.59082 1.23267 4.56197  -0.703
C 2.01804 1.92998 4.80173  -0.104
C 2.47011 2.64539 6.07708  -1.573
C 1.05036 2.73452 3.93316  -0.346
C -0.15376 3.30055 4.73544  -0.932
C -0.04808 4.83036 4.99461  -0.952
H 5.56640 6.06897 4.74655  0.210
H 6.26889 4.37686 5.11166  0.291
H 3.41303 4.70299 4.39453  0.301
H 1.48554 1.04085 5.12961  0.603
H 3.34000 2.15504 6.49905  0.397
H 2.63467 3.70768 5.92963  0.249
H 1.64553 2.56992 6.78454  0.463
H 0.65235 2.03426 3.20892  0.368
H 1.51850 3.57478 3.43527  0.284
H -1.01670 3.18642 4.08442  0.311
H -0.27105 2.75552 5.66716  0.448
H 0.96380 5.19526 4.85229  0.096
H -0.66956 5.34116 4.26858  0.447
H -0.38706 5.02229 6.00898  0.309
C 1.25672 2.41242 -0.12430  1.063
Cl 0.82923 0.96089 -1.05489  -0.148
Cl -0.11148 2.95357 0.86144  -0.205
H 2.08142 2.16762 0.53940  -0.747
H 1.54230 3.20644 -0.79964  0.032
C 0.41410 -2.98771 -1.39512  0.007
Cl -1.30344 -3.41783 -1.44670  -0.157
Cl 1.40006 -4.17381 -2.25916  -0.175
H 0.54539 -2.01861 -1.86064  0.023
H 0.73329 -2.95142 -0.36106  0.264
C -4.69233 -2.83883 -3.30529  0.811
Cl -4.68663 -2.73277 -5.07364  -0.193
Cl -5.29540 -1.35211 -2.56470  -0.158
H -5.33299 -3.66081 -3.01202  -0.332
H -3.67898 -3.01246 -2.96443  -0.090
C 3.49231 3.87864 -3.48786  -0.277
Cl 1.84450 3.22380 -3.49606  -0.140
Cl 3.76769 4.98990 -2.15008  -0.100
H 4.18725 3.05154 -3.39682  0.198
H 3.65143 4.40899 -4.41902  0.339
C 4.58202 0.21071 0.09075  -0.075
Cl 4.73830 1.83145 -0.58646  -0.088
Cl 4.66503 -1.03377 -1.18074  -0.227
H 5.39183 0.04871 0.79098  0.369
H 3.62897 0.13567 0.60207  0.014
C 4.25320 -6.97467 -1.44212  0.096
Cl 4.03546 -7.71200 0.15018  -0.157
Cl 5.91495 -6.42763 -1.69030  -0.152
H 4.01376 -7.71050 -2.19986  0.261
H 3.59130 -6.12097 -1.52182  -0.043
C -7.67314 -4.51043 -1.03885  0.312
Cl -9.39437 -4.90083 -1.09046  -0.151
Cl -6.70907 -5.71605 -1.91266  -0.196
H -7.52232 -3.53312 -1.49698  -0.329
H -7.35115 -4.50055 -0.00432  0.325
C -5.38799 -5.31797 -7.38043  -0.090
Cl -7.10838 -5.71928 -7.42593  -0.168
Cl -4.40967 -6.51974 -8.23634  -0.167
H -5.24313 -4.35514 -7.85440  0.269
H -5.06682 -5.28084 -6.34811  0.130
C -9.17206 -0.62800 -2.91037  -0.183
Cl -10.24760 0.72678 -2.55361  -0.163
Cl -8.60167 -1.42668 -1.43965  -0.131
H -9.71240 -1.35347 -3.50617  0.273
H -8.31008 -0.25671 -3.45228  0.229
C -2.57627 -9.92105 -8.12512  0.190
Cl -2.81499 -10.63649 -6.52703  -0.151
Cl -0.90952 -9.38522 -8.36775  -0.149
H -2.81274 -10.66502 -8.87569  0.255
H -3.23004 -9.06323 -8.21829  -0.121
C 1.91110 8.50971 4.35125  -0.336
Cl 0.22841 7.97924 4.49846  -0.143
Cl 2.78378 7.58920 3.12850  -0.080
H 1.91662 9.55494 4.06615  0.342
H 2.39880 8.37642 5.30972  0.234

Properties
- Electronic energy: -326093.2572 eV
- F_max: 1.856 eV/A
- HOMO-LUMO gap: 7.23 eV
- Net charge: -1

DFT (ωB97M-V with the def2-TZVPD basis set) results for C36H23AsAuClN3O4 as an isolated structure.

Last column: Mulliken charge in e.
CARTESIAN COORDINATES (ANGSTROEM)
Au -0.07356 -1.49580 -0.09403  0.585
O -4.86051 -4.40885 -1.73343  -0.527
C -4.44834 -3.67525 -2.75247  0.446
O -4.86302 -3.81969 -3.86885  -0.551
C -3.42126 -2.61751 -2.46448  -0.031
C -3.01245 -1.65227 -3.38040  0.320
Cl -3.59205 -1.30706 -4.92515  -0.094
N -2.09319 -0.86164 -2.78184  0.431
N -1.86624 -1.28522 -1.52810  -0.836
C -2.66288 -2.32986 -1.32122  0.290
C -2.61052 -2.94019 0.06127  0.927
O -3.47246 -3.72650 0.40580  -0.789
O -1.61769 -2.56336 0.79960  -0.590
C -1.47067 0.34865 -3.22729  0.301
C -1.43940 1.41447 -2.33621  -0.364
C -0.85519 2.60618 -2.73631  -0.300
C -0.31039 2.72180 -4.00831  -0.711
C -0.34989 1.64522 -4.88423  -0.759
C -0.93503 0.44778 -4.49975  -0.458
H -4.41984 -4.16931 -0.87929  0.418
H -1.90195 1.31229 -1.35858  0.474
H -0.83884 3.44948 -2.05776  0.432
H 0.13834 3.65463 -4.32233  0.459
H 0.07851 1.73287 -5.87313  0.426
H -0.94647 -0.40071 -5.16914  0.516
C 0.89817 -3.20584 5.41402  -0.517
C -0.10951 -2.25319 5.45119  -0.724
C -0.28670 -1.38869 4.38137  -0.346
C 0.56305 -1.49784 3.28650  0.823
C 1.57052 -2.45449 3.23404  -0.567
C 1.73706 -3.30843 4.31082  -0.739
As 0.38204 -0.27601 1.84697  0.950
C -1.01535 0.98370 1.89500  -0.131
C -2.37904 0.74435 1.92665  -0.157
C -3.23255 1.84058 1.93883  -0.859
C -2.70760 3.12760 1.91432  -0.796
C -1.33345 3.35029 1.88125  -0.560
C -0.46454 2.27053 1.86837  0.352
C 1.02287 2.33175 1.81818  0.643
C 1.78562 3.48933 1.78110  -0.730
C 3.16876 3.39816 1.68982  -0.813
C 3.80531 2.16323 1.62763  -0.832
C 3.05764 0.99529 1.66304  -0.770
C 1.68256 1.09810 1.77217  0.403
H 1.02839 -3.88046 6.24935  0.405
H -0.76290 -2.18528 6.31009  0.422
H -1.07466 -0.64618 4.40348  0.417
H 2.20942 -2.54388 2.36278  0.366
H 2.51470 -4.05938 4.28701  0.420
H -2.76310 -0.26931 1.93504  0.525
H -4.30301 1.69102 1.96404  0.474
H -3.37980 3.97518 1.92108  0.445
H -0.95561 4.36400 1.86808  0.449
H 1.31424 4.46250 1.81984  0.438
H 3.75948 4.30385 1.66111  0.441
H 4.88229 2.11213 1.54606  0.464
H 3.54429 0.03041 1.59496  0.508
N 5.87764 1.05742 -3.56708  -0.471
C 4.94916 0.67535 -3.00997  -0.305
C 3.78892 0.19429 -2.30536  0.389
C 3.74840 -1.12054 -1.85382  -0.747
C 2.64100 -1.57523 -1.15093  -0.208
C 1.57264 -0.71434 -0.92863  -0.040
C 1.61705 0.60363 -1.36847  0.560
C 2.72151 1.05673 -2.06683  -0.874
H 4.58334 -1.78146 -2.04284  0.522
H 2.62729 -2.59627 -0.78856  0.489
H 0.79684 1.28025 -1.18126  0.676
H 2.76260 2.07700 -2.42479  0.594

Properties
- Electronic energy: -127412.2725 eV
- F_max: 0.898 eV/A
- HOMO-LUMO gap: 7.15 eV
- Relative energy (zero: lowest compared OMol25 entry of this formula, charge and spin): 0.670 eV
- Net charge: +1

DFT (ωB97M-V with the def2-TZVPD basis set) results for C4H7FI2 as an isolated structure in a non-equilibrium geometry.

Last column: Mulliken charge in e.
CARTESIAN COORDINATES (ANGSTROEM)
C -1.92436 0.50596 -0.42333  -1.042
C -0.38200 0.67309 -0.21645  -0.560
C 0.20631 -0.36253 0.66428  -0.784
C 1.86596 -0.66351 0.07453  -0.096
F 2.24525 0.61942 -0.34765  -0.239
I 2.97996 -1.44856 1.69790  0.119
I 1.72559 -1.92048 -1.64540  0.132
H -2.05827 -0.51631 -0.67970  0.339
H -2.15879 1.34753 -1.17735  0.278
H -2.20754 0.72223 0.59859  0.293
H -0.24236 1.64749 0.30563  0.271
H 0.18005 0.65568 -1.09566  0.516
H -0.41579 -1.20924 0.49927  0.377
H 0.18597 -0.05077 1.74532  0.396

Properties
- Electronic energy: -23178.5660 eV
- F_max: 4.358 eV/A
- HOMO-LUMO gap: 9.29 eV
- Relative energy (zero: lowest compared OMol25 entry of this formula, charge and spin): 0.785 eV
- Net charge: 0